A 14-piece molecular cluster, C45H121N6O22 overall at a distorted geometry. Source: OMol25; level of theory: wB97M-V/def2-TZVPD.

Each line ends with the Mulliken charge.
Geometry (Å):
C 1.15653 -1.43349 -1.90637  0.155
C 0.08017 -0.78359 -0.97679  3.831
C -0.08701 -1.83922 0.17904  -0.153
C -0.69155 -1.27009 1.42229  -1.712
C 0.12838 -0.03525 1.89995  -1.399
C 0.20383 1.11314 0.82424  2.943
N 0.61265 0.51797 -0.48453  1.217
O 0.74212 1.54323 -1.51815  -0.836
C 1.02841 2.28913 1.44084  -0.761
C -1.17875 1.70588 0.70700  -0.868
C -1.20097 -0.69603 -1.78120  0.074
H 2.10846 -1.70860 -1.45223  -0.695
H 1.49443 -0.74420 -2.68019  -1.009
H 0.76915 -2.30979 -2.42612  0.290
H 0.84521 -2.37000 0.37223  -0.516
H -0.72261 -2.63184 -0.21577  0.059
H -0.70536 -2.09730 2.13196  0.453
H -1.74777 -1.04461 1.27514  0.253
H 1.11821 -0.27516 2.28824  0.409
H -0.44414 0.36677 2.73584  0.146
H 0.94657 3.21171 0.86616  -0.022
H 2.05739 2.01424 1.67264  -0.021
H 0.56486 2.72818 2.32428  0.104
H -2.01736 1.01337 0.63443  -0.519
H -1.43264 2.40390 -0.09076  -0.304
H -1.47997 2.28692 1.57864  0.416
H -1.27111 -0.09007 -2.68452  -0.582
H -2.07262 -0.30728 -1.25471  -0.644
H -1.47263 -1.71977 -2.03864  -0.041
C -0.33001 -3.15881 -5.59888  -1.746
C -1.36808 -2.35346 -5.00558  3.158
C -1.86029 -1.20521 -5.93372  -1.314
O -2.76905 -0.37257 -5.09040  0.162
C -3.67960 0.45520 -5.78414  -0.888
N -2.47379 -3.29016 -4.77758  -0.809
H -0.65212 -3.81424 -6.40805  0.399
H 0.02222 -3.88357 -4.86488  0.358
H 0.53427 -2.61539 -5.98073  0.287
H -1.05870 -1.86437 -4.08191  -1.563
H -2.45567 -1.49933 -6.79808  0.604
H -1.09176 -0.50978 -6.27110  0.114
H -4.25409 -0.03856 -6.56789  0.335
H -3.22415 1.35701 -6.19329  0.288
H -4.35042 0.80436 -4.99916  0.210
H -2.37761 -3.48482 -3.79119  -0.001
H -3.38761 -2.91549 -4.98887  0.335
C 0.21313 1.22761 5.45708  -0.670
C 0.80584 0.67951 6.78061  0.210
C 2.18747 0.17292 6.69730  -0.165
O 2.99364 1.24204 6.29174  -0.407
C 4.16907 0.87588 5.60133  -0.425
N 0.71794 1.72224 7.82734  -0.825
H 0.12888 0.42574 4.72358  -0.221
H 0.83940 2.02940 5.06591  0.275
H -0.79574 1.57667 5.67714  0.323
H 0.11684 -0.12795 7.02838  0.528
H 2.23810 -0.74231 6.10747  -0.152
H 2.38760 -0.22891 7.69056  0.385
H 5.00552 0.57193 6.23066  0.316
H 4.54697 1.73156 5.04176  0.277
H 3.91735 0.11758 4.85989  -0.017
H 0.97993 1.50723 8.77878  0.271
H 1.42700 2.30483 7.40554  0.341
C -5.95404 -7.55572 0.31713  -1.348
C -6.16882 -6.35234 -0.60007  0.616
C -4.89446 -6.02454 -1.48003  -0.662
O -4.02286 -5.35425 -0.56653  -0.406
C -2.79245 -4.79812 -1.14834  -0.198
N -7.33222 -6.53441 -1.49469  -0.754
H -5.25026 -8.24781 -0.14527  0.297
H -6.86343 -8.09998 0.57186  0.429
H -5.62489 -7.12305 1.26189  0.301
H -6.45589 -5.47599 -0.01896  0.233
H -5.18968 -5.28764 -2.22698  0.241
H -4.41987 -6.83286 -2.03634  0.283
H -2.35884 -4.28465 -0.29019  0.279
H -2.94186 -4.23282 -2.06824  -0.036
H -2.01190 -5.47487 -1.49598  0.336
H -7.34806 -5.74227 -2.12109  0.262
H -7.28401 -7.32635 -2.11967  0.238
C 4.64450 -2.60848 -2.32854  -0.707
C 5.99116 -2.96509 -2.85509  0.418
C 6.98439 -2.94059 -1.64554  -1.158
O 6.88513 -1.82244 -0.72065  -0.294
C 7.12290 -0.51551 -1.16462  -0.511
N 6.14741 -4.15343 -3.69722  -0.835
H 3.85447 -2.61368 -3.07948  0.491
H 4.73523 -1.61735 -1.88410  -0.078
H 4.29809 -3.31289 -1.57229  0.254
H 6.39800 -2.22336 -3.54241  0.334
H 8.00748 -3.00148 -2.01660  0.563
H 7.05521 -3.89331 -1.12075  0.372
H 6.67376 -0.25798 -2.12382  0.329
H 8.19656 -0.32883 -1.18734  0.342
H 6.63645 0.12519 -0.42912  -0.032
H 5.66303 -4.14079 -4.58340  0.271
H 7.10196 -4.10907 -4.02425  0.286
C -1.04542 4.19061 -5.19209  -1.433
C -1.06878 2.95231 -4.31342  0.695
C -0.14946 1.88284 -4.98569  0.964
O 1.28128 2.28149 -4.86147  -0.327
C 2.04020 1.13762 -5.24272  -0.607
N -0.74936 3.40371 -3.06238  0.089
H -0.08209 4.40742 -5.65371  0.270
H -1.14661 5.15800 -4.70014  0.413
H -1.74105 4.16462 -6.03085  0.304
H -2.09383 2.58454 -4.35938  -0.208
H -0.52070 1.56837 -5.96109  0.684
H -0.31383 0.97137 -4.41098  -1.059
H 3.07149 1.47318 -5.35202  0.295
H 1.80506 0.64227 -6.18476  0.347
H 2.03325 0.29254 -4.55432  0.011
H -1.01309 2.63681 -2.46038  -0.750
H -1.42843 4.13819 -2.92269  0.279
C -1.14751 6.82076 4.04961  -0.798
C -1.07649 5.54265 3.31153  0.463
O -1.77694 5.62506 2.05648  -0.409
O -0.68914 7.86724 3.23927  -0.531
H -0.57032 6.88907 4.97173  0.460
H -2.15380 7.03892 4.40722  0.323
H -1.51286 4.77017 3.94474  0.112
H -0.04727 5.29459 3.05215  -0.174
H -1.80464 6.57090 1.89458  0.295
H -0.53783 8.65508 3.76654  0.299
C 0.46903 7.35263 -1.96670  -0.771
C -0.29605 6.44453 -1.00160  -0.319
O 0.16008 5.13973 -0.58931  -0.095
O 0.74833 6.67889 -3.23266  -0.423
H 1.35543 7.60732 -1.38572  0.188
H -0.04839 8.28684 -2.18489  0.424
H -1.31591 6.29234 -1.35492  0.427
H -0.36681 7.11550 -0.14551  0.166
H -0.51335 4.81603 0.01344  -0.012
H 0.84803 7.36791 -3.89366  0.260
C 0.64205 -5.28413 -0.13282  0.165
C 0.74670 -6.51989 0.73780  -0.814
O 0.60157 -6.10454 2.13097  -0.488
O 1.83792 -4.52616 -0.13844  -0.381
H -0.13028 -4.61601 0.24827  -0.123
H 0.53270 -5.58425 -1.17496  0.373
H 1.73751 -6.90832 0.50218  0.317
H 0.11097 -7.37918 0.52433  0.449
H 0.71712 -6.77360 2.80965  0.264
H 2.14022 -4.34336 0.75419  0.257
C 4.64244 3.37335 0.71034  -0.250
C 3.77270 4.67162 1.15276  -0.606
O 2.97360 5.28145 0.09354  -0.371
O 3.95001 2.62515 -0.27707  -0.382
H 4.88268 2.72329 1.55165  0.147
H 5.58921 3.50524 0.18656  0.393
H 4.49563 5.46395 1.34689  0.565
H 3.14322 4.45627 2.01617  0.129
H 2.95024 6.19590 0.38481  0.234
H 3.70894 1.76580 0.07647  0.400
C 4.10186 -0.48167 1.36819  -0.176
C 4.22582 -2.07950 1.25156  -0.225
O 2.91149 -2.54990 1.56501  -0.663
O 3.48121 0.07002 0.21469  -0.703
H 5.09552 -0.04166 1.45268  0.723
H 3.59734 -0.37644 2.32866  -0.349
H 4.93811 -2.38417 2.01832  0.603
H 4.55396 -2.44710 0.27930  -0.431
H 2.43985 -2.42471 0.73828  -0.421
H 2.53227 -0.04127 0.12120  -0.206
C -4.51928 1.56678 -0.48892  0.553
C -4.97342 0.73720 -1.77366  0.075
O -6.34243 1.02069 -2.19360  -0.662
O -5.53802 2.29596 0.24325  -0.565
H -3.76921 2.33345 -0.68310  0.027
H -4.01346 0.83257 0.13814  -0.238
H -4.93097 -0.30719 -1.46457  0.273
H -4.18972 0.77188 -2.53043  -0.014
H -6.93215 0.70648 -1.50433  0.361
H -6.17989 2.60644 -0.39956  0.290
C -5.52720 2.97699 3.53641  -0.543
C -4.28566 3.68308 3.07185  0.911
O -4.46031 4.74702 2.14774  -0.640
O -5.72015 1.70090 2.85696  -0.623
H -6.42119 3.57039 3.34470  0.240
H -5.51989 2.67802 4.58459  0.308
H -3.77352 3.03970 2.35639  -0.447
H -3.47850 3.88522 3.77593  0.014
H -3.70163 5.29769 1.94092  0.430
H -5.67417 1.85360 1.91030  0.346
C 1.06985 -3.09632 4.72920  0.148
C 1.06658 -3.41352 6.27742  -0.510
O -0.31673 -3.44846 6.68273  -0.515
O 2.32259 -2.44142 4.29626  -0.469
H 0.27741 -2.39373 4.47134  0.106
H 0.91444 -3.99661 4.13470  0.299
H 1.65127 -2.64778 6.78721  0.064
H 1.45347 -4.38822 6.57469  0.457
H -0.40987 -4.36826 6.94133  0.330
H 2.48097 -2.53830 3.35439  0.316

Computed properties:
Total charge = -1
E_LUMO = 0.0711 hartree
Energy above the lowest of the compared OMol25 structures with the same formula, charge and spin = 168.48 kcal/mol
Multiplicity = 1
Maximum force = 0.0879 hartree/bohr
Gap between HOMO and LUMO = 4.20 eV
DFT total energy = -102598.09510 eV